Version one
{"formula": "CH4P2", "method": "ωB97M-V with the def2-TZVPD basis set", "elements": ["C", "P", "P", "H", "H", "H", "H"], "xyz": [[1.592, -0.902, -0.674], [-0.676, -1.475, 0.625], [-1.655, 0.021, -0.354], [2.397, -1.537, -0.612], [2.017, 0.096, -0.685], [-2.080, 1.077, 0.449], [-2.990, -0.468, -0.775]], "mulliken_charge": [-0.782, 0.080, -0.108, 0.359, 0.290, 0.076, 0.084], "gap_ev": [6.5, 7.5], "lumo_ev": [-1.85, -0.69]}

---

Version two
{"formula": "CH4P2", "method": "ωB97M-V with the def2-TZVPD basis set", "elements": ["C", "P", "P", "H", "H", "H", "H"], "xyz": [[0.711, 1.385, -0.485], [-1.677, -0.148, -0.403], [0.254, -0.383, -0.449], [0.922, 1.823, 0.514], [-1.716, -0.402, 1.032], [1.192, -1.161, -1.002], [0.314, -1.115, 0.793]], "mulliken_charge": [-0.419, -0.127, 0.133, 0.218, 0.037, 0.104, 0.053], "gap_ev": 7.5, "lumo_ev": -1.05}

---

Version three
{"formula": "CH4P2", "method": "ωB97M-V with the def2-TZVPD basis set", "elements": ["C", "P", "P", "H", "H", "H", "H"], "xyz": [[1.255, 0.120, 0.100], [-3.380, 0.146, -0.020], [-0.368, 0.041, 0.057], [1.760, 0.401, 0.960], [-3.260, -0.478, -1.336], [-0.382, -0.300, -1.221], [2.028, -0.303, -0.529]], "mulliken_charge": [-0.486, -0.043, -0.013, 0.283, 0.021, 0.001, 0.238], "gap_ev": [7.0, 7.0], "lumo_ev": [-1.32, -1.30]}

---

The most stable of them is version three.

---

Version one
{"formula": "C3H11N5", "method": "ωB97M-V with the def2-TZVPD basis set", "elements": ["C", "N", "N", "H", "H", "H", "H", "C", "N", "C", "N", "N", "H", "H", "H", "H", "H", "H", "H"], "xyz": [[1.461, -0.833, 1.458], [0.457, 0.220, 1.412], [0.858, 1.278, 0.563], [1.873, 1.340, 0.421], [1.834, -1.197, 0.475], [1.037, -1.695, 1.978], [2.351, -0.524, 2.028], [-1.000, -1.431, -0.339], [0.271, 0.828, -0.742], [-0.965, 0.051, -0.077], [0.003, 1.942, -1.586], [-1.961, 0.838, 0.005], [0.862, 0.172, -1.260], [-0.527, 1.591, -2.382], [-0.652, 2.499, -1.032], [-2.816, 0.354, 0.259], [-0.013, -1.888, -0.399], [-1.532, -1.910, 0.484], [-1.541, -1.635, -1.268]], "mulliken_charge": [-0.830, -0.508, -0.399, 0.288, 0.271, 0.277, 0.310, -1.263, 0.315, 0.872, -0.787, -0.789, 0.375, 0.270, 0.325, 0.253, 0.328, 0.339, 0.352], "gap_ev": 7.8, "lumo_ev": 0.63}

---

Version two
{"formula": "C3H11N5", "method": "ωB97M-V with the def2-TZVPD basis set", "elements": ["H", "N", "C", "N", "C", "C", "N", "N", "H", "H", "H", "H", "H", "H", "H", "N", "H", "H", "H"], "xyz": [[-0.643, -0.124, -2.831], [-0.318, -0.317, -1.887], [-0.134, 0.722, -1.166], [-0.525, 1.995, -1.524], [0.338, 0.540, 0.210], [-0.162, 1.465, 1.291], [1.082, -0.491, 0.398], [1.602, -0.793, 1.589], [-0.132, 2.776, -1.026], [-0.709, 2.155, -2.502], [-0.449, 0.893, 2.173], [0.612, 2.172, 1.591], [-1.039, 2.011, 0.961], [1.984, -1.728, 1.598], [1.157, -0.436, 2.431], [-0.595, -2.682, -0.072], [-0.125, -3.515, -0.405], [-1.603, -2.794, -0.132], [-0.338, -1.847, -0.697]], "mulliken_charge": [0.169, -0.671, 0.354, -0.440, 1.044, -1.697, -0.242, -0.618, 0.204, 0.211, 0.463, 0.332, 0.417, 0.252, 0.179, -0.648, 0.196, 0.200, 0.296], "gap_ev": 9.3, "lumo_ev": 0.86, "smiles": "[H]/N=C(N)/C(C)=N/N.N"}

---

The most stable of them is version two.

---

Version one
{"formula": "C5H12NO2", "method": "ωB97M-V with the def2-TZVPD basis set", "elements": ["C", "C", "C", "C", "C", "N", "O", "O", "H", "H", "H", "H", "H", "H", "H", "H", "H", "H", "H", "H"], "xyz": [[-2.339, -0.579, 0.433], [-2.077, 0.132, -0.941], [-0.107, 0.269, 0.122], [2.860, 0.245, -0.138], [1.912, -0.790, -0.348], [-1.131, -0.252, 1.158], [-0.638, 0.027, -1.134], [0.068, 1.564, 0.451], [-3.161, -0.084, 0.795], [-2.544, -1.710, 0.232], [-2.563, -0.372, -1.800], [-2.156, 1.246, -1.032], [2.933, 0.651, 0.862], [3.074, 1.131, -0.782], [3.954, -0.267, -0.180], [1.979, -1.583, 0.397], [1.568, -1.019, -1.306], [-1.404, 0.501, 1.835], [-0.784, -1.094, 1.650], [0.556, 1.981, -0.275]], "mulliken_charge": [-0.536, -0.460, 0.094, -1.025, -0.219, -0.040, -0.363, -0.544, 0.361, 0.307, 0.341, 0.282, 0.351, 0.360, 0.306, 0.295, 0.316, 0.407, 0.366, 0.401], "gap_ev": 9.3, "total_charge": 1, "lumo_ev": -3.22}

---

Version two
{"formula": "C5H12NO2", "method": "ωB97M-V with the def2-TZVPD basis set", "elements": ["N", "C", "C", "O", "C", "C", "C", "O", "H", "H", "H", "H", "H", "H", "H", "H", "H", "H", "H", "H"], "xyz": [[-0.775, 1.853, -1.156], [-0.840, 0.940, -0.003], [-2.284, 0.773, 0.271], [-3.112, 1.226, -0.576], [-0.179, -0.376, -0.225], [1.411, -0.445, -0.006], [1.700, -1.463, 1.008], [1.203, -2.753, 0.687], [0.123, 2.088, -1.481], [-1.404, 1.506, -1.927], [-1.323, 2.715, -0.835], [-0.356, 1.536, 0.910], [-2.543, 0.400, 1.212], [-0.368, -0.785, -1.284], [-0.615, -1.229, 0.430], [1.544, 0.637, 0.313], [1.822, -0.624, -1.027], [2.728, -1.492, 1.317], [1.275, -1.273, 1.989], [1.993, -3.235, 0.384]], "mulliken_charge": [-0.305, 0.174, -0.110, -0.509, -1.005, -0.163, -0.931, -0.512, 0.298, 0.386, 0.401, 0.375, 0.459, 0.296, 0.439, 0.311, 0.217, 0.497, 0.349, 0.331], "gap_ev": 10.1, "total_charge": 1, "lumo_ev": -3.99, "smiles": "[NH3+][C@@H](C=O)CCCO"}

---

The most stable of them is version two.

---

Version one
{"formula": "C3H5ClFNO", "method": "ωB97M-V with the def2-TZVPD basis set", "elements": ["C", "C", "C", "N", "O", "F", "Cl", "H", "H", "H", "H", "H"], "xyz": [[-1.554, 1.084, 0.326], [-0.681, -1.095, -0.142], [1.979, -0.219, -0.612], [-0.974, -0.104, 0.753], [-1.873, 1.396, -0.782], [3.052, -0.802, -0.025], [1.605, 1.332, 0.122], [-1.649, 1.789, 1.145], [-0.560, -0.753, -1.130], [-0.596, -2.228, 0.192], [2.140, -0.071, -1.598], [-0.888, -0.330, 1.749]], "mulliken_charge": [0.012, -0.684, 0.005, -0.056, -0.488, -0.211, -0.135, 0.393, 0.452, 0.239, 0.255, 0.218], "gap_ev": [7.3, 9.1], "lumo_ev": [-0.31, 0.14]}

---

Version two
{"formula": "C3H5ClFNO", "method": "ωB97M-V with the def2-TZVPD basis set", "elements": ["C", "C", "C", "H", "H", "H", "H", "H", "N", "O", "F", "Cl"], "xyz": [[0.895, 0.595, -0.343], [-0.087, 0.535, 0.898], [-3.046, -0.276, -0.700], [0.482, 0.539, -1.283], [0.422, 0.398, 1.816], [-0.819, 1.595, 0.929], [-3.100, -1.608, -0.509], [-3.470, 0.449, -1.587], [-2.109, 0.518, 0.026], [-1.089, -0.442, 0.837], [1.847, 1.503, -0.328], [1.575, -1.183, -0.143]], "mulliken_charge": [0.089, -0.364, -0.251, 0.331, 0.387, 0.299, 0.274, 0.263, -0.313, -0.259, -0.211, -0.244], "gap_ev": 9.9, "lumo_ev": -0.19}

---

The most stable of them is version one.